Molecular formula: C20H34N6O2
Method: DFT, wB97M-V/def2-TZVPD

Each line ends with the Löwdin charge.
Element x y z (Å)
O -0.4430 -4.9620 0.5930  0.050
O -1.0468 -0.4366 -0.7426  0.044
N -5.4692 3.6936 1.1727  0.034
N 7.2317 1.5637 1.8025  0.035
C -1.4503 -4.8793 -0.0950  -0.561
C -1.4970 -1.4162 -1.3221  -0.449
C -4.5836 3.0503 0.4473  -0.175
C 6.2792 2.4558 1.6633  -0.170
C -4.7551 4.6442 1.8873  -0.163
C 6.6335 0.4570 2.3906  -0.163
C -3.4303 4.5719 1.5748  -0.096
C 5.3075 0.6925 2.6064  -0.095
N -2.6515 -1.2732 -1.9896  0.046
N -3.3028 3.5426 0.6602  -0.086
N 5.0722 1.9706 2.1472  -0.099
N -1.6733 -3.8966 -0.9691  0.110
C -2.5329 -5.9261 0.0212  0.003
C -3.3926 -2.2345 -2.8092  -0.062
C 1.1516 -1.8725 -2.6665  -0.062
C 0.9594 -4.3125 -2.3363  -0.062
C -2.0609 3.0719 0.0218  -0.135
C 3.8078 2.6996 2.2629  -0.153
C -0.9700 2.9013 1.0787  -0.197
C 2.8432 2.3357 1.1305  -0.186
C 0.4003 2.6077 0.4664  -0.210
C 1.4312 2.6909 1.5893  -0.234
C 0.1478 -3.0133 -2.4484  -0.367
C -0.7573 -2.7638 -1.2161  -0.166
H -4.8246 2.2371 -0.2309  0.115
H 6.4197 3.4440 1.2352  0.121
H -5.1899 5.3512 2.5876  0.093
H 7.1491 -0.4648 2.6434  0.092
H -2.6469 5.2057 1.9762  0.111
H 4.5953 0.0074 3.0545  0.117
H -3.0319 -0.3409 -1.9299  0.138
H -2.5435 -3.9120 -1.4716  0.097
H -3.4520 -5.4565 0.3653  0.082
H -2.6911 -6.3954 -0.9472  0.081
H -2.2165 -6.6785 0.7428  0.087
H -4.0364 -1.6931 -3.5053  0.094
H -2.7127 -2.8583 -3.3904  0.081
H -4.0244 -2.8604 -2.1760  0.080
H 1.7719 -1.7470 -1.7779  0.092
H 1.7931 -2.0968 -3.5189  0.080
H 0.6313 -0.9379 -2.8736  0.074
H 0.2945 -5.1747 -2.3151  0.073
H 1.5573 -4.2998 -1.4236  0.090
H 1.6203 -4.4189 -3.1968  0.079
H -2.2302 2.1146 -0.4823  0.109
H -1.7448 3.7998 -0.7322  0.125
H 3.3608 2.4497 3.2314  0.125
H 3.9912 3.7791 2.2597  0.128
H -0.8897 3.8216 1.6639  0.098
H -1.2519 2.0929 1.7619  0.129
H 3.1112 2.8848 0.2221  0.118
H 2.8944 1.2642 0.9091  0.119
H 0.4078 1.6123 0.0130  0.104
H 0.6383 3.3409 -0.3112  0.119
H 1.1411 2.0124 2.3995  0.123
H 1.4311 3.7104 1.9901  0.117
H -0.4760 -3.0857 -3.3393  0.122
H -0.0945 -2.6702 -0.3545  0.157

Computed properties:
**Gap between HOMO and LUMO**: 0.3252 Ha
**DFT total energy**: -1261.5327 hartree
**Relative energy (zero: lowest compared OMol25 entry of this formula, charge and spin)**: 7.2 kcal/mol
**2S+1**: 1


Molecular formula: C20H34N6O2
Method: DFT, wB97M-V/def2-TZVPD

Each line ends with the Löwdin charge.
Element x y z (Å)
C -5.5099 5.0769 4.5325  -0.064
C -4.8496 3.7422 4.3492  -0.302
C -5.2412 2.8770 3.4184  -0.050
C -4.5844 1.5471 3.1750  -0.133
C -3.1977 1.4735 3.8249  -0.258
C -2.7001 0.0350 3.7838  -0.429
O -2.9676 -0.7229 4.7032  0.061
N -1.9673 -0.3856 2.7096  -0.096
C -1.6170 -1.7986 2.6355  -0.019
C -1.7642 0.3627 1.4809  -0.149
C -0.2843 0.5321 1.0909  -0.122
C 0.6993 0.5756 2.2621  -0.363
C 0.6104 1.8623 3.0653  -0.028
N 2.0614 0.4198 1.7627  0.097
C 2.5298 -0.8054 1.3960  -0.442
O 1.8387 -1.8050 1.4228  0.076
C 3.9420 -0.8117 0.9292  -0.198
C 4.6684 0.1892 0.3331  -0.006
N 5.8650 -0.3727 0.0873  -0.132
C 7.0189 0.1755 -0.6017  -0.114
C 6.7479 0.3695 -2.0865  -0.201
N 5.8025 1.4460 -2.3384  -0.285
C 5.1357 1.2781 -3.6188  -0.102
C 6.4415 2.7487 -2.2636  -0.103
N 5.8863 -1.6433 0.5184  0.046
N 4.7293 -1.9161 1.0154  0.079
C -3.2872 1.9723 5.2632  -0.147
C -3.7077 3.4379 5.2850  -0.154
H -4.7809 5.8854 4.4285  0.080
H -6.3038 5.2359 3.8034  0.073
H -5.9383 5.1646 5.5341  0.080
H -6.0834 3.1351 2.7832  0.107
H -5.2032 0.7401 3.5832  0.132
H -4.5135 1.3611 2.0993  0.113
H -2.5272 2.1436 3.2811  0.122
H -1.5256 -2.1987 3.6401  0.092
H -2.3922 -2.3631 2.1081  0.100
H -0.6706 -1.9193 2.1082  0.075
H -2.2867 -0.1449 0.6633  0.128
H -2.2350 1.3357 1.5830  0.102
H 0.0170 -0.3011 0.4546  0.107
H -0.1748 1.4409 0.4923  0.119
H 0.4983 -0.2691 2.9214  0.134
H -0.3850 1.9743 3.4926  0.064
H 1.3256 1.8606 3.8894  0.087
H 0.8058 2.7327 2.4323  0.087
H 2.7198 1.1660 1.9072  0.129
H 4.4334 1.1902 0.0188  0.124
H 7.3042 1.1114 -0.1214  0.115
H 7.8216 -0.5434 -0.4498  0.124
H 7.7049 0.5372 -2.6068  0.125
H 6.3299 -0.5612 -2.4740  0.125
H 4.4074 2.0768 -3.7591  0.083
H 5.8388 1.3044 -4.4665  0.089
H 4.6058 0.3262 -3.6383  0.086
H 5.6950 3.5325 -2.3912  0.085
H 6.9130 2.8946 -1.2916  0.075
H 7.2138 2.8771 -3.0392  0.090
H -4.0124 1.3590 5.7995  0.127
H -2.3294 1.8423 5.7706  0.121
H -2.8605 4.0856 5.0256  0.121
H -3.9950 3.7262 6.3006  0.118

Computed properties:
**Gap between HOMO and LUMO**: 0.3427 Ha
**DFT total energy**: -1261.5038 hartree
**Relative energy (zero: lowest compared OMol25 entry of this formula, charge and spin)**: 25.3 kcal/mol
**2S+1**: 1


Molecular formula: C20H34N6O3PS3Ti
Method: DFT, wB97M-V/def2-TZVPD

Each line ends with the Löwdin spin population.
Element x y z (Å)
Ti 0.1883 2.0372 0.3229  0.642
N -0.8102 4.4630 1.2551  0.007
N -1.8087 4.1935 0.2807  0.000
C -1.2914 3.2088 -0.6405  -0.004
N -2.3699 2.8462 -1.5200  0.001
S 0.3076 3.6902 -1.4302  0.001
H -1.2551 4.7949 2.0993  0.001
H -0.1127 5.1262 0.9259  0.001
H -2.0797 5.0463 -0.2147  -0.001
H -2.6062 3.6343 -2.1215  -0.001
H -2.0741 2.0912 -2.1257  0.000
N 1.4800 0.9369 2.9768  0.019
C 0.1821 0.6013 2.7531  0.026
C -0.2816 -0.6738 3.1550  0.016
C -1.6278 -0.9165 3.1322  0.008
C -2.5182 0.0775 2.6947  0.025
C -1.9780 1.2368 2.2067  0.004
N -0.6581 1.5149 2.2388  0.035
C 2.2126 2.0690 2.5729  0.107
C 3.4001 2.3040 3.2192  0.042
C 4.2230 3.3793 2.8380  0.275
C 3.7207 4.1897 1.7919  0.050
C 2.5303 3.8987 1.1975  0.130
N 1.7254 2.8242 1.5342  0.222
H 2.0254 0.2352 3.4461  0.001
H 0.4287 -1.4287 3.4663  0.002
H -2.0020 -1.8880 3.4304  0.000
H -3.5818 -0.0958 2.6329  0.002
H -2.5846 2.0043 1.7375  0.000
H 3.6850 1.6407 4.0293  -0.002
H 5.1634 3.5797 3.3283  0.024
H 4.2717 5.0518 1.4365  -0.002
H 2.1511 4.4942 0.3778  0.008
C 3.8204 -0.0560 -0.3258  0.005
O 2.6011 0.4803 0.1786  0.093
C 1.6515 0.9541 -0.6226  0.192
C 1.9122 0.7925 -2.0825  0.023
H 3.6441 -1.0187 -0.8098  0.002
H 4.4626 -0.1870 0.5420  0.000
H 4.2925 0.6363 -1.0239  0.002
H 2.7143 1.4782 -2.3807  0.007
H 1.0257 1.0741 -2.6425  0.000
H 2.2066 -0.2336 -2.3218  0.004
C -3.5594 -4.0955 -0.0621  0.000
C -2.1676 -3.9528 0.5345  0.000
C -1.2026 -5.0002 0.0065  0.000
O -1.7316 -2.5931 0.3908  0.001
P -0.8801 -1.9020 -0.7927  0.004
S 1.0076 -2.4444 -0.7708  0.002
S -1.3842 0.0208 -0.6061  0.028
O -1.6994 -2.5334 -2.0426  0.000
C -1.3928 -2.5216 -3.4440  0.000
C -0.6294 -3.7874 -3.7994  0.000
C -0.6800 -1.2694 -3.9056  0.000
H -3.9594 -5.0891 0.1498  0.000
H -3.5193 -3.9506 -1.1403  0.000
H -4.2295 -3.3479 0.3611  0.000
H -2.2377 -4.0745 1.6213  0.000
H -1.1341 -4.9641 -1.0796  0.000
H -1.5729 -5.9855 0.3003  0.000
H -0.2031 -4.8566 0.4090  0.000
H -2.3827 -2.5526 -3.9129  0.000
H 0.3186 -3.8114 -3.2623  0.000
H -0.4333 -3.8152 -4.8732  0.000
H -1.2081 -4.6722 -3.5321  0.000
H 0.3275 -1.2299 -3.4988  0.000
H -1.2147 -0.3746 -3.5930  0.000
H -0.6176 -1.2842 -4.9959  0.000

Computed properties:
**Gap between HOMO and LUMO (alpha / beta)**: 0.1547 / 0.2468 Ha
**DFT total energy**: -3722.2335 hartree
**Charge**: -1
**<S²>**: 2.02
**2S+1**: 3


Molecular formula: C20H34O8PS
Method: DFT, wB97M-V/def2-TZVPD

Each line ends with the Löwdin charge.
Element x y z (Å)
C 2.1226 -1.0872 3.5641  0.129
C 1.2391 -1.5885 2.9312  -0.143
C 0.1700 -2.1404 2.0982  -0.199
C -1.1693 -2.2718 2.8407  -0.204
C -1.4403 -1.2271 3.9174  -0.370
S -1.9092 0.4428 3.3422  0.920
C -1.3575 0.7403 1.6472  -0.353
C 0.0962 1.2705 1.6402  -0.294
O 0.1334 2.6050 1.1916  -0.050
P -4.0751 0.6315 3.1222  0.744
C -4.6546 -0.9869 2.5122  -0.273
O -4.6909 0.7397 4.6322  -0.309
H 3.0667 -0.7394 3.9234  0.041
H 0.4942 -3.1414 1.8167  0.096
H 0.1079 -1.5625 1.1820  0.084
H -2.0211 -2.3122 2.1603  0.101
H -1.1677 -3.2358 3.3530  0.132
H -2.3073 -1.5610 4.4935  0.086
H -0.6298 -1.1366 4.6377  0.086
H -2.0100 1.5322 1.2755  0.087
H -1.5251 -0.1248 1.0074  0.086
H 0.7621 0.6511 1.0455  0.123
H 0.4836 1.2360 2.6631  0.101
H -0.1785 3.1385 1.9365  0.055
H -4.5853 -1.7618 3.2744  0.053
H -5.6956 -0.8190 2.2343  0.050
H -4.1112 -1.2392 1.6031  0.041
H -4.0062 1.1009 5.2169  0.061
O 0.8350 -4.4274 0.2266  0.113
C 0.4257 -3.8940 -0.7670  -0.454
O -0.3915 -2.8015 -0.7351  -0.018
C -0.7929 -2.4639 -2.0819  -0.143
C 0.2683 -3.0732 -2.9904  -0.157
C 0.6727 -4.3124 -2.1963  -0.065
H -1.7859 -2.8846 -2.2569  0.125
H -0.8486 -1.3804 -2.1732  0.121
H -0.0966 -3.2850 -3.9917  0.124
H 1.1126 -2.3983 -3.0774  0.099
H 0.0367 -5.1713 -2.4183  0.141
H 1.7138 -4.5715 -2.3437  0.115
O 2.6458 -3.6636 -4.2882  0.105
C 3.4625 -2.8893 -4.7009  -0.464
O 3.6771 -1.6896 -4.1172  0.026
C 4.6321 -0.9286 -4.8850  -0.146
C 5.4101 -1.9630 -5.6862  -0.149
C 4.3545 -3.0439 -5.9152  -0.066
H 4.0839 -0.2332 -5.5234  0.128
H 5.2605 -0.3597 -4.2048  0.125
H 5.8419 -1.5606 -6.5996  0.118
H 6.2221 -2.3663 -5.0802  0.120
H 3.7595 -2.8557 -6.8101  0.135
H 4.7786 -4.0428 -5.9541  0.128
O -1.4050 4.6733 2.8963  0.092
C -1.2858 5.5437 2.0720  -0.487
O -0.1413 5.7443 1.4034  0.035
C -0.2506 6.9147 0.5659  -0.133
C -1.7454 7.1050 0.3517  -0.146
C -2.3209 6.5699 1.6627  -0.066
H 0.2069 7.7548 1.0903  0.131
H 0.2924 6.7407 -0.3587  0.129
H -2.0192 8.1339 0.1311  0.120
H -2.0829 6.4825 -0.4779  0.120
H -2.3727 7.3387 2.4350  0.136
H -3.2944 6.1053 1.5356  0.126

Computed properties:
**Gap between HOMO and LUMO**: 0.3487 Ha
**DFT total energy**: -2123.6771 hartree
**Charge**: +1
**2S+1**: 1